Record 1
# C23H26FeN2O2S3

A structure of composition C23H26FeN2O2S3 (ωB97M-V with the def2-TZVPD basis set, OMol25).

Structure (XYZ):
```
57
Properties=species:S:1:pos:R:3:mulliken_charge:R:1
Fe 7.89933 10.24399 10.61907 0.128
S 8.27430 13.93234 11.84883 -0.221
S 9.34637 11.74648 9.98970 -0.322
S 6.55600 11.93465 10.48597 -0.225
O 8.14438 9.02359 17.38185 -0.525
O 13.53549 6.39951 10.18919 -0.520
N 7.72252 9.57788 12.47125 0.275
N 9.41627 8.88980 10.81683 0.703
C 7.33805 8.66565 7.96177 0.313
C 8.88840 9.17555 13.06420 0.456
C 11.86741 7.65925 11.30087 0.816
C 8.03969 10.04917 15.15896 0.729
C 11.02122 7.92384 12.39434 -1.198
C 9.03065 9.35032 14.43984 -0.791
C 6.31869 5.32142 10.52745 0.628
C 7.50518 6.33238 8.56252 -0.522
C 6.65212 9.99739 13.18662 -0.405
C 5.18622 5.56760 11.52576 -1.647
C 6.84523 10.35597 14.51552 -1.009
C 6.09295 7.77388 9.87940 0.019
C 7.56264 4.81670 11.29152 -1.212
C 11.44277 7.94227 9.95290 -1.229
C 6.48138 8.85829 9.06279 -1.772
C 13.17289 6.93002 11.48480 -0.603
C 9.80752 8.60606 12.10472 0.438
C 8.07532 10.25879 16.65033 -0.801
C 10.23500 8.55634 9.81675 -0.117
C 8.07940 12.66878 10.79916 0.321
C 7.71492 9.83763 7.04842 -1.434
C 6.65024 6.50699 9.67587 0.306
C 7.73293 7.37510 7.64376 -0.650
H 5.07727 4.70293 12.20576 0.408
H 6.06608 10.91691 15.04395 0.272
H 14.29577 5.79854 10.32361 0.304
H 7.93258 10.79808 7.57787 0.197
H 7.37631 3.85702 11.82986 0.423
H 5.69220 10.01806 12.63579 0.437
H 8.66714 9.55165 6.53784 0.328
H 9.87718 8.84300 8.79902 0.319
H 11.26100 7.64283 13.43994 0.350
H 5.99997 4.50441 9.84985 0.357
H 7.95501 5.35901 8.32975 0.406
H 5.99026 9.82106 9.12502 1.423
H 13.96364 7.63727 11.79849 0.246
H 7.38382 8.45800 17.10356 0.333
H 6.92441 10.02254 6.31959 0.426
H 12.99576 6.18570 12.24525 0.373
H 7.85008 5.61013 12.04261 0.184
H 12.04731 7.68972 9.09109 0.427
H 4.25669 5.78293 11.02364 0.388
H 8.42155 4.62148 10.63237 0.361
H 5.46178 6.37426 12.22329 0.280
H 8.92426 10.83926 16.96159 0.361
H 8.26628 7.20858 6.72450 0.414
H 7.18414 10.83522 16.88591 0.304
H 9.97624 9.00993 14.87513 0.374
H 5.39131 7.94101 10.70685 0.375
```

Summary:
Energy above the lowest of the compared OMol25 structures with the same formula, charge and spin in kJ/mol: 59.2
Kohn-Sham gap (spin up / spin down) in eV: 3.628 / 7.007
Expectation value of S²: 6.164
Total energy in eV: -98239.3090
Spin multiplicity: 5
Max |F| in hartree/bohr: 0.052

Record 2
# C19H41BBaN6Si4

A structure of composition C19H41BBaN6Si4 (ωB97M-V with the def2-TZVPD basis set, OMol25).

Structure (XYZ):
```
72
Properties=species:S:1:pos:R:3:mulliken_charge:R:1
Ba -0.02993 0.52111 -1.33935 1.483
Si -2.09631 3.43849 1.93777 0.442
Si 1.66389 3.90027 1.53704 0.203
Si -0.34317 3.56124 0.45687 0.068
Si -0.69498 5.20078 -1.13708 0.454
N -0.72192 -2.50435 0.95766 -0.279
N 1.76299 -2.15403 0.93420 -0.270
N 0.58050 -2.89517 -1.16414 0.030
N -1.15940 -1.22292 0.66193 0.803
N 1.83139 -0.81889 0.55436 0.585
N 0.37171 -1.60210 -1.72304 -0.270
C 0.25952 -1.79793 -3.07573 -0.085
C -2.35445 -1.08732 1.27558 -0.425
C 2.80851 -2.46284 1.72526 -0.174
C 2.96271 -0.33426 1.09350 -0.293
C -2.30008 5.15748 2.68569 -0.979
C 0.42908 -3.15220 -3.39570 -1.116
C -3.63378 2.91313 0.97745 -0.811
C -2.67667 -2.26224 1.99385 -1.290
C -1.60199 -3.12992 1.76945 -0.222
C -1.73484 2.15037 3.26400 -1.007
C 0.27731 4.70160 -2.67810 -1.001
C 2.89368 3.58331 0.13976 -0.926
C 3.62161 -1.33540 1.83906 -1.303
C -2.53185 5.32255 -1.54515 -1.110
C 0.63520 -3.79619 -2.16833 -0.141
C 1.90044 2.59169 2.87623 -1.073
C -0.09860 6.87956 -0.51808 -1.127
C 1.74955 5.60875 2.30855 -0.920
C -2.40061 -0.21649 -2.24443 -1.512
B 0.61575 -3.04872 0.38933 -0.004
H -0.01431 -0.96069 -3.70697 0.438
H 4.54338 -1.23591 2.38329 0.400
H -2.41061 5.93695 1.91967 0.210
H -0.49651 7.65855 -1.18510 0.396
H -0.19969 3.85453 -3.19536 0.229
H 0.40892 -3.59625 -4.37591 0.399
H 2.92849 -3.46536 2.11811 0.441
H -2.46477 0.76474 -2.74145 0.579
H 1.31681 4.42740 -2.44923 0.259
H -3.10698 -0.27943 -1.41268 0.327
H -3.14351 5.54680 -0.66161 0.249
H 1.30398 2.82642 3.76689 0.356
H 2.71332 5.69714 2.83152 0.389
H 2.87262 4.37452 -0.62243 0.311
H -1.50240 1.16641 2.83321 0.187
H 0.29576 5.55687 -3.37020 0.344
H -2.62864 2.04058 3.89560 0.368
H -4.48917 2.90940 1.66882 0.373
H 3.29413 0.69027 0.95415 0.422
H 0.95040 5.75222 3.04852 0.218
H -2.90846 4.39287 -1.99249 0.310
H 1.97193 1.57689 -0.57373 -0.122
H -0.44777 7.09705 0.49972 0.349
H -2.94053 -0.16955 1.20947 0.336
H -3.86322 3.59819 0.15178 0.297
H -0.89459 2.44303 3.90519 0.294
H 0.99658 6.95272 -0.52410 0.291
H -2.58231 -1.00274 -2.99650 0.258
H -3.52625 1.90212 0.55670 0.063
H 2.65526 2.56136 -0.37412 -0.223
H 1.62240 1.58577 2.53322 0.217
H -2.67809 6.13450 -2.27310 0.397
H 0.78951 -4.18637 0.71839 -0.150
H 1.68121 6.41799 1.57189 0.273
H -3.54715 -2.44078 2.60406 0.436
H -1.44987 5.42798 3.32604 0.253
H 2.96176 2.57223 3.16381 0.389
H 0.84844 -4.82760 -1.94213 0.466
H -1.42208 -4.14569 2.08478 0.437
H -3.20883 5.15665 3.30526 0.404
H 3.90904 3.51952 0.55747 0.397
```

Summary:
Energy above the lowest of the compared OMol25 structures with the same formula, charge and spin in kJ/mol: 0.0
Kohn-Sham gap (spin up / spin down) in eV: 6.230 / 4.455
Total energy in eV: -62187.6726
Max |F| in hartree/bohr: 0.142

Record 3
# C7H12

An isolated molecule of C7H12 (ωB97M-V with the def2-TZVPD basis set, OMol25).

Structure (XYZ):
```
19
Properties=species:S:1:pos:R:3:mulliken_charge:R:1
C -1.41399 0.21933 -0.65586 -0.699
C 0.77028 -1.79485 0.38492 -1.302
C -1.14401 0.63244 0.80691 -0.879
C 1.28631 -0.37693 0.52313 0.033
C -0.14606 0.63991 -1.42868 -0.736
C 0.36609 0.71992 0.99788 -0.207
C 0.95901 0.78206 -0.38971 -0.299
H 1.04284 -2.27846 -0.56456 0.245
H -1.59932 -0.85487 -0.75877 0.271
H 0.69581 1.37350 1.80203 0.361
H -0.31992 -1.78599 0.47852 0.260
H 1.15815 -2.39517 1.21678 0.380
H -0.31009 1.60774 -1.91800 0.376
H 1.74625 1.50085 -0.61089 0.371
H -1.51425 1.65570 0.94808 0.398
H -2.31262 0.70803 -1.04930 0.385
H -1.68356 0.01370 1.52928 0.314
H 0.11272 -0.07725 -2.21782 0.293
H 2.30637 -0.28964 0.90607 0.435
```

Summary:
Energy above the lowest of the compared OMol25 structures with the same formula, charge and spin in kJ/mol: 51.5
Kohn-Sham gap in eV: 10.766
Total energy in eV: -7452.8976
Structure (SMILES): C[C@H]1[C@H]2CCC[C@@H]12
Max |F| in hartree/bohr: 0.007

Record 4
# C5H6F2S

An isolated molecule of C5H6F2S (ωB97M-V with the def2-TZVPD basis set, OMol25).

Structure (XYZ):
```
14
Properties=species:S:1:pos:R:3:mulliken_charge:R:1
S 0.72384 1.93850 2.47575 -0.233
F -0.16602 0.94935 -2.47286 -0.282
F -1.87123 0.65156 -0.80221 -0.282
C -0.51905 0.61969 -1.18984 0.637
C -0.03268 -1.72544 0.09725 -1.018
C -0.18060 1.17727 1.36608 -0.406
C 0.39563 -0.38762 -0.59929 -0.137
C 0.31397 1.02761 -0.05323 -0.162
H -0.97537 0.56498 1.55770 0.322
H 1.32008 -0.59763 -1.06291 0.387
H 1.21469 1.73877 -0.25523 0.363
H 0.91573 -1.90635 0.68357 0.279
H -0.88060 -1.40741 0.73205 0.203
H -0.25838 -2.64326 -0.47682 0.329
```

Summary:
Energy above the lowest of the compared OMol25 structures with the same formula, charge and spin in kJ/mol: 209.0
Kohn-Sham gap in eV: 8.505
Total energy in eV: -21549.7554
Structure (SMILES): C[C@@H]1[C@H](C=S)C1(F)F
Max |F| in hartree/bohr: 0.073

Record 5
# C7H7GdO6S

A structure of composition C7H7GdO6S (ωB97M-V with the def2-TZVPD basis set, OMol25).

Structure (XYZ):
```
22
Properties=species:S:1:pos:R:3:mulliken_charge:R:1
Gd 0.79958 0.45969 -0.15758 1.406
S -1.98970 0.05895 2.02658 0.512
O 3.19813 1.68986 -2.66653 -0.043
O 2.78508 -2.62217 0.06828 -0.040
O 1.93622 -2.13338 -2.51485 -0.297
O -0.68658 -0.29847 1.20573 -0.495
O 0.47656 0.40156 -4.37648 -0.226
O 0.61468 -4.75716 -2.46179 -0.141
C 1.08617 -0.42625 -3.79264 0.477
C 2.24007 -1.62652 -0.11767 0.249
C -2.59104 1.54070 1.20413 -0.892
C -1.29846 0.85729 3.48796 -0.895
C 2.46201 1.37397 -1.83515 0.096
C 1.45152 -0.99689 -2.53680 0.160
C 0.17792 -3.78187 -2.86187 0.138
H -0.57491 0.18184 3.95041 0.367
H 1.06895 1.82762 0.85202 -0.159
H -1.76306 2.15297 0.81748 0.297
H -0.80856 1.79690 3.21499 0.315
H -3.20446 2.07798 1.93510 0.388
H -3.24132 1.20091 0.39019 0.375
H -2.13880 1.02248 4.16848 0.409
```

Summary:
Energy above the lowest of the compared OMol25 structures with the same formula, charge and spin in kJ/mol: 766.3
Kohn-Sham gap (spin up / spin down) in eV: 7.520 / 7.874
Expectation value of S²: 16.337
Charge: +2
Total energy in eV: -51300.2206
Spin multiplicity: 8
Max |F| in hartree/bohr: 0.117

Record 6
# C10H13O2P

A structure of composition C10H13O2P (ωB97M-V with the def2-TZVPD basis set, OMol25).

Structure (XYZ):
```
26
Properties=species:S:1:pos:R:3:mulliken_charge:R:1
P 1.19660 -1.78771 0.56136 -0.488
O 4.20048 -0.06233 1.37586 -0.473
O 0.02067 2.94531 -1.06519 -0.481
C -0.26672 -1.27472 1.59797 -1.059
C 3.26800 0.35124 0.70708 0.044
C 0.85512 2.10118 -0.78634 -0.239
C -1.71835 0.73043 1.42230 -1.749
C 2.08576 -0.29783 0.37277 0.534
C 0.22724 -1.64635 -0.94093 -1.471
C -1.40741 0.03866 -1.94251 -1.404
C -0.45656 -0.23196 -0.72926 2.018
C -1.12117 -0.46210 0.64510 0.232
C 0.67709 0.74589 -0.59952 -0.618
H -2.39274 0.41614 -1.61022 0.342
H -2.09679 0.31875 2.43198 0.378
H 0.20887 -0.98528 2.45140 0.617
H 1.94183 2.33805 -0.91977 0.249
H -2.48347 1.26067 0.95053 0.455
H -1.09923 1.50836 1.74960 0.380
H 0.64429 -1.61746 -1.92337 0.641
H -0.49658 -2.44171 -0.96928 0.527
H 3.29830 1.48073 0.43411 0.116
H -1.04776 0.77413 -2.67151 0.364
H -0.57181 -2.28533 1.67755 0.345
H -1.42004 -0.88970 -2.50794 0.412
H -2.04563 -1.02706 0.28823 0.330
```

Summary:
Energy above the lowest of the compared OMol25 structures with the same formula, charge and spin in kJ/mol: 508.9
Kohn-Sham gap (spin up / spin down) in eV: 6.860 / 7.187
Total energy in eV: -23958.3323
Max |F| in hartree/bohr: 0.119

total energy of number 3 (C7H12)? -7452.8976 eV

Copy entry 3 word for word.
# C7H12

An isolated molecule of C7H12 (ωB97M-V with the def2-TZVPD basis set, OMol25).

Structure (XYZ):
```
19
Properties=species:S:1:pos:R:3:mulliken_charge:R:1
C -1.41399 0.21933 -0.65586 -0.699
C 0.77028 -1.79485 0.38492 -1.302
C -1.14401 0.63244 0.80691 -0.879
C 1.28631 -0.37693 0.52313 0.033
C -0.14606 0.63991 -1.42868 -0.736
C 0.36609 0.71992 0.99788 -0.207
C 0.95901 0.78206 -0.38971 -0.299
H 1.04284 -2.27846 -0.56456 0.245
H -1.59932 -0.85487 -0.75877 0.271
H 0.69581 1.37350 1.80203 0.361
H -0.31992 -1.78599 0.47852 0.260
H 1.15815 -2.39517 1.21678 0.380
H -0.31009 1.60774 -1.91800 0.376
H 1.74625 1.50085 -0.61089 0.371
H -1.51425 1.65570 0.94808 0.398
H -2.31262 0.70803 -1.04930 0.385
H -1.68356 0.01370 1.52928 0.314
H 0.11272 -0.07725 -2.21782 0.293
H 2.30637 -0.28964 0.90607 0.435
```

Summary:
Energy above the lowest of the compared OMol25 structures with the same formula, charge and spin in kJ/mol: 51.5
Kohn-Sham gap in eV: 10.766
Total energy in eV: -7452.8976
Structure (SMILES): C[C@H]1[C@H]2CCC[C@@H]12
Max |F| in hartree/bohr: 0.007

total energy of number 4 (C5H6F2S)? -21549.7554 eV